--- one ---
The following is a DFT calculation (ωB97M-V/def2-TZVPD) of C2H3ClSi in the gas phase.

The orbital gap is 11.43 eV. The value obtained for the LUMO energy is 0.748 eV. Its structure (SMILES) is C#C[SiH2]Cl. As for the spin multiplicity: 1.

XYZ file:
```
7
Properties=species:S:1:pos:R:3:lowdin_charge:R:1
C -0.00053 1.67910 1.14074 0.048
C -0.08319 0.56437 0.60845 -0.269
Si -0.02892 -0.81364 -0.62947 0.145
Cl 0.04409 -2.65079 0.22780 0.254
H 0.14550 2.58973 1.60379 -0.002
H -1.11411 -0.79535 -1.42936 -0.105
H 1.03717 -0.57341 -1.52195 -0.073
```

---

--- two ---
The following is a DFT calculation (ωB97M-V/def2-TZVPD) of 2 unconnected molecules or ions with the total composition C2H3ClSi.

The orbital gap is 8.06 eV. The value obtained for the LUMO energy is -1.010 eV. As for the spin multiplicity: 1.

XYZ file:
```
7
Properties=species:S:1:pos:R:3:lowdin_charge:R:1
C -1.79650 0.67029 0.45957 0.016
C -2.29844 -0.41092 0.29856 0.020
Si 2.62912 -0.17231 -1.34818 0.301
Cl 2.60217 1.04076 0.39861 -0.041
H -1.42591 1.57492 0.72747 -0.014
H -2.76762 -1.30221 0.20519 -0.018
H 3.05719 -1.40052 -0.74122 -0.264
```

---

Which of them is the most stable, and which is the least stable? one and two, in that order.